Density functional theory data (ωB97M-V/def2-TZVPD) for a molecular structure, C43H35F2GeMnNSSi.

For the energy above the lowest of the compared OMol25 structures with the same formula, charge and spin, the calculation gives 1.9 kcal/mol. The HOMO energy comes out at -11.40 eV. As for the orbital gap: 8.38 eV. The molecular weight comes out at 791.5 g/mol. Its net charge is +1. The value obtained for the LUMO energy is -3.02 eV. As for the multiplicity: 1.

Each line ends with the Mulliken charge.
Atoms and positions in Å:
Mn: 0.55 -0.30 -0.84  -0.67
S: 0.04 1.45 0.93  -0.53
C: -1.55 0.85 0.40  0.54
C: -2.80 1.34 0.72  -0.34
C: -3.90 0.65 0.23  -0.56
C: -3.73 -0.48 -0.55  -0.90
C: -2.44 -0.90 -0.85  -0.62
N: -1.38 -0.23 -0.39  0.31
H: -2.91 2.21 1.34  0.51
H: -4.90 1.00 0.47  0.49
H: -4.57 -1.04 -0.93  0.51
H: -2.23 -1.77 -1.45  0.56
F: 2.00 0.65 -2.02  -0.38
C: 0.85 0.04 -2.69  0.24
F: 1.34 -0.84 -3.58  -0.19
H: 0.36 0.84 -3.24  0.22
C: -1.85 5.69 4.33  -0.50
C: -1.57 6.41 3.18  -0.82
C: -1.03 5.77 2.08  -0.25
C: -0.79 4.39 2.10  0.53
C: -1.07 3.68 3.26  -0.17
C: -1.60 4.32 4.38  -0.71
Si: -0.07 3.66 0.55  0.18
C: 1.69 4.13 0.28  0.68
C: 2.62 3.88 1.30  -0.44
C: 3.95 4.22 1.14  -0.72
C: 4.37 4.84 -0.04  -0.49
C: 3.46 5.11 -1.05  -0.77
C: 2.13 4.76 -0.89  -0.27
C: -1.18 3.85 -0.92  0.57
C: -2.45 4.41 -0.81  -0.38
C: -3.28 4.49 -1.92  -0.65
C: -2.86 4.01 -3.15  -0.68
C: -1.59 3.44 -3.27  -1.00
C: -0.76 3.36 -2.17  -0.18
H: -2.26 6.19 5.20  0.40
H: -1.75 7.48 3.15  0.41
H: -0.80 6.35 1.19  0.46
H: -0.86 2.62 3.32  0.42
H: -1.81 3.76 5.28  0.43
H: 2.30 3.41 2.22  0.35
H: 4.66 4.02 1.93  0.42
H: 5.41 5.11 -0.16  0.41
H: 3.78 5.60 -1.95  0.42
H: 1.42 4.99 -1.68  0.43
H: -2.79 4.80 0.14  0.35
H: -4.26 4.94 -1.83  0.45
H: -3.51 4.07 -4.01  0.42
H: -1.26 3.08 -4.23  0.48
H: 0.23 2.93 -2.27  0.77
C: 0.75 -1.83 -0.82  0.13
Ge: 0.89 -3.74 -0.27  2.81
C: 1.22 -4.76 -1.87  0.07
C: 1.70 -6.07 -1.75  -0.61
C: 1.90 -6.84 -2.89  -0.67
C: 1.64 -6.31 -4.14  -0.45
C: 1.17 -5.00 -4.27  -0.66
C: 0.96 -4.23 -3.13  -0.19
C: 2.27 -3.92 1.07  0.30
C: 3.60 -3.79 0.69  -0.44
C: 4.61 -3.93 1.64  -0.67
C: 4.29 -4.21 2.96  -0.44
C: 2.96 -4.36 3.34  -0.68
C: 1.95 -4.21 2.39  -0.49
C: -0.92 -3.95 0.42  -0.19
C: -1.37 -3.13 1.46  -0.13
C: -2.68 -3.21 1.90  -0.85
C: -3.56 -4.10 1.29  -0.61
C: -3.13 -4.90 0.25  -0.67
C: -1.81 -4.83 -0.19  -0.27
H: 1.92 -6.48 -0.78  0.40
H: 2.27 -7.85 -2.80  0.41
H: 1.80 -6.91 -5.03  0.39
H: 0.97 -4.59 -5.25  0.41
H: 0.61 -3.21 -3.24  0.13
H: 3.86 -3.58 -0.34  0.40
H: 5.65 -3.82 1.34  0.41
H: 5.07 -4.32 3.69  0.40
H: 2.71 -4.59 4.36  0.41
H: 0.92 -4.35 2.69  0.36
H: -0.69 -2.43 1.93  0.56
H: -3.02 -2.58 2.71  0.47
H: -4.59 -4.16 1.63  0.42
H: -3.81 -5.60 -0.22  0.45
H: -1.47 -5.47 -1.00  0.39

---

Density functional theory data (ωB97M-V/def2-TZVPD) for a molecular structure, C43H35GeN7PdS.

The HOMO energy (spin up / spin down) comes out at -0.90 / -1.66 eV. As for the orbital gap (spin up / spin down): 5.31 / 6.07 eV. The molecular weight comes out at 860.9 g/mol. Its net charge is -2. The value obtained for the LUMO energy (spin up / spin down) is 4.42 / 4.42 eV. As for the multiplicity: 3.

Each line ends with the Mulliken spin population.
Atoms and positions in Å:
Pd: -0.10 0.20 0.30  -0.02
C: 4.04 3.93 0.96  0.11
C: 3.48 2.82 1.58  -0.06
C: 2.39 2.18 1.03  0.11
C: 1.82 2.64 -0.17  -0.16
C: 2.38 3.76 -0.79  0.15
C: 3.48 4.39 -0.23  -0.06
N: 0.71 1.97 -0.67  0.41
N: 0.25 2.51 -1.79  0.30
C: -0.88 1.96 -2.32  -0.08
C: -1.28 2.43 -3.59  0.08
C: -2.41 1.91 -4.17  -0.03
C: -3.15 0.93 -3.48  0.13
C: -2.69 0.54 -2.23  -0.06
N: -1.59 1.03 -1.67  0.12
H: 4.89 4.43 1.40  0.01
H: 3.90 2.44 2.51  0.00
H: 1.96 1.30 1.50  0.01
H: 1.95 4.12 -1.71  0.02
H: 3.90 5.26 -0.72  0.00
H: -0.67 3.18 -4.09  0.00
H: -2.72 2.25 -5.15  0.00
H: -4.05 0.50 -3.89  0.01
H: -3.22 -0.20 -1.65  0.00
S: -1.17 -1.67 1.13  0.00
C: -1.97 -0.92 2.52  -0.04
N: -2.51 -1.78 3.35  0.22
N: -3.22 -1.18 4.41  -0.01
C: -2.63 -0.80 5.56  0.01
C: -3.42 -0.56 6.71  0.00
C: -2.84 -0.15 7.89  0.00
C: -1.47 0.04 7.99  0.00
C: -0.69 -0.20 6.87  0.00
C: -1.24 -0.62 5.67  -0.01
N: -2.05 0.41 2.71  0.26
N: -1.52 1.17 1.76  0.42
C: -1.49 2.52 2.11  -0.09
C: -1.53 2.94 3.45  0.11
C: -1.47 4.29 3.74  -0.06
C: -1.37 5.25 2.73  0.11
C: -1.34 4.83 1.41  -0.05
C: -1.41 3.48 1.10  0.09
H: -4.15 -1.56 4.49  0.01
H: -4.49 -0.69 6.65  0.00
H: -3.48 0.03 8.75  0.00
H: -1.01 0.37 8.92  0.00
H: 0.38 -0.06 6.91  0.00
H: -0.63 -0.79 4.80  0.01
H: -1.61 2.21 4.23  0.02
H: -1.49 4.61 4.78  0.00
H: -1.30 6.30 2.98  0.01
H: -1.27 5.55 0.60  0.00
H: -1.40 3.15 0.07  0.00
C: 1.39 -0.81 -0.12  -0.03
Ge: 1.07 -2.04 -1.67  0.02
C: 1.22 -0.88 -3.25  -0.01
C: 1.99 0.28 -3.16  0.00
C: 2.20 1.08 -4.27  -0.01
C: 1.65 0.74 -5.50  0.00
C: 0.88 -0.41 -5.60  0.00
C: 0.68 -1.21 -4.49  0.00
C: -0.53 -3.16 -1.81  0.00
C: -0.62 -4.35 -1.09  0.01
C: -1.77 -5.12 -1.12  0.00
C: -2.86 -4.72 -1.87  0.00
C: -2.79 -3.54 -2.59  0.00
C: -1.63 -2.77 -2.56  0.00
C: 2.62 -3.26 -1.89  0.00
C: 3.87 -2.79 -1.51  0.00
C: 5.02 -3.55 -1.69  0.00
C: 4.93 -4.81 -2.26  0.00
C: 3.69 -5.30 -2.64  0.00
C: 2.55 -4.53 -2.45  0.00
H: 2.42 0.57 -2.21  0.01
H: 2.78 1.99 -4.17  0.00
H: 1.80 1.38 -6.36  0.00
H: 0.44 -0.68 -6.55  0.00
H: 0.08 -2.11 -4.60  0.00
H: 0.21 -4.67 -0.47  0.00
H: -1.83 -6.03 -0.52  0.00
H: -3.76 -5.32 -1.89  0.00
H: -3.64 -3.20 -3.17  0.00
H: -1.61 -1.83 -3.10  0.01
H: 3.95 -1.81 -1.04  0.00
H: 5.98 -3.16 -1.39  0.00
H: 5.82 -5.41 -2.40  0.00
H: 3.60 -6.29 -3.08  0.00
H: 1.59 -4.93 -2.76  0.00

---

Density functional theory data (ωB97M-V/def2-TZVPD) for a molecular structure, C43H35IrN9S3.

The HOMO energy (spin up / spin down) comes out at -15.45 / -15.36 eV. As for the orbital gap (spin up / spin down): 3.04 / 2.07 eV. The molecular weight comes out at 966.2 g/mol. Its net charge is +4. The value obtained for the LUMO energy (spin up / spin down) is -12.41 / -13.29 eV. As for the multiplicity: 2.

Each line ends with the Mulliken spin population.
Atoms and positions in Å:
Ir: 0.74 1.54 0.45  -0.06
C: 1.97 0.64 3.49  0.00
N: 0.94 1.55 2.99  0.00
C: 1.02 2.93 3.48  0.00
C: 0.43 3.86 2.49  -0.01
N: 0.39 3.61 1.18  0.02
C: -0.22 4.70 0.59  0.00
C: -0.52 4.99 -0.74  0.00
C: -1.18 6.18 -1.00  0.00
C: -1.53 7.07 0.02  0.00
C: -1.21 6.81 1.34  0.00
C: -0.55 5.63 1.60  0.00
N: -0.12 5.05 2.78  0.00
C: 2.52 -0.15 2.35  0.00
N: 2.26 0.11 1.07  0.01
C: 3.03 -0.76 0.33  0.00
C: 3.23 -0.90 -1.05  0.01
C: 4.16 -1.84 -1.47  0.00
C: 4.87 -2.64 -0.57  0.00
C: 4.67 -2.52 0.79  0.00
C: 3.76 -1.58 1.22  0.00
N: 3.40 -1.16 2.48  0.00
H: 1.60 -0.03 4.27  0.00
H: 2.79 1.22 3.93  0.00
H: 0.02 1.16 3.20  0.00
H: 2.07 3.20 3.61  0.00
H: 0.52 3.05 4.46  0.00
H: -0.23 4.33 -1.53  0.00
H: -1.43 6.43 -2.01  0.00
H: -2.07 7.98 -0.23  0.00
H: -1.48 7.50 2.12  0.00
H: -0.17 5.48 3.69  0.00
H: 2.71 -0.28 -1.75  0.00
H: 4.34 -1.94 -2.52  0.00
H: 5.60 -3.34 -0.94  0.00
H: 5.23 -3.12 1.50  0.00
H: 3.78 -1.52 3.35  0.00
S: 3.56 2.08 -4.84  -0.03
C: 3.98 1.85 -6.46  0.28
C: 2.92 1.41 -7.24  0.12
C: 1.74 1.28 -6.52  0.02
C: 1.89 1.60 -5.17  0.33
C: 0.89 1.54 -4.15  0.04
C: 1.20 1.75 -2.78  0.07
N: 0.32 1.61 -1.82  -0.02
C: -0.97 1.32 -2.11  0.03
C: -1.40 1.16 -3.46  -0.04
C: -2.78 0.95 -3.75  0.03
C: -3.69 0.92 -2.76  -0.03
C: -3.30 1.04 -1.39  0.01
C: -4.23 1.01 -0.36  -0.04
C: -3.81 1.07 0.98  0.03
C: -2.41 1.14 1.19  0.02
N: -1.52 1.21 0.23  0.00
C: -1.92 1.19 -1.06  0.00
C: -4.75 1.06 2.05  0.03
C: -4.52 1.04 3.42  0.02
C: -5.70 1.04 4.17  0.00
C: -6.83 1.07 3.37  0.05
S: -6.48 1.07 1.72  0.00
C: -0.44 1.24 -4.47  0.05
H: 4.98 2.05 -6.79  0.01
H: 3.01 1.21 -8.30  0.01
H: 0.81 0.98 -6.95  -0.01
H: 2.19 2.05 -2.49  0.00
H: -3.08 0.82 -4.78  0.00
H: -4.74 0.79 -2.97  0.00
H: -5.28 0.94 -0.59  0.00
H: -2.02 1.14 2.20  0.00
H: -3.55 1.01 3.87  0.00
H: -5.74 1.03 5.24  0.00
H: -7.86 1.07 3.69  0.00
H: -0.74 1.07 -5.48  0.00
N: -1.60 -4.62 1.64  0.00
C: -0.41 -4.17 1.25  0.00
S: -0.07 -2.51 1.28  0.04
N: 0.57 -4.98 0.82  0.01
C: 0.65 -6.37 0.83  0.00
C: 1.92 -6.93 1.03  0.00
C: 2.06 -8.30 1.17  0.00
C: 0.93 -9.12 1.10  0.01
C: -0.32 -8.57 0.80  0.00
C: -0.46 -7.21 0.65  0.00
H: -2.29 -3.96 1.96  0.00
H: -1.79 -5.60 1.76  0.00
H: 1.45 -4.50 0.63  0.00
H: 2.78 -6.28 1.12  0.00
H: 3.03 -8.72 1.35  0.00
H: 1.03 -10.18 1.26  0.00
H: -1.16 -9.22 0.66  0.00
H: -1.41 -6.81 0.30  0.00

---

Density functional theory data (ωB97M-V/def2-TZVPD) for a molecular structure, C43H35N7O3ReS2.

For the energy above the lowest of the compared OMol25 structures with the same formula, charge and spin, the calculation gives 43.6 kcal/mol. The HOMO energy (spin up / spin down) comes out at -11.85 / -11.85 eV. As for the orbital gap (spin up / spin down): 3.41 / 3.73 eV. The molecular weight comes out at 948.1 g/mol. Its net charge is +2. The value obtained for the LUMO energy (spin up / spin down) is -8.44 / -8.11 eV. As for the multiplicity: 2.

Each line ends with the Mulliken spin population.
Atoms and positions in Å:
Re: -0.97 -1.65 0.12  1.40
O: -7.23 -4.42 -1.31  0.00
C: -6.26 -5.17 -1.26  0.00
O: -5.95 -6.35 -1.31  0.00
C: -4.87 -4.24 -0.97  0.00
C: -3.64 -4.88 -0.82  0.01
C: -2.55 -4.10 -0.48  -0.02
N: -2.66 -2.77 -0.31  -0.07
C: -3.84 -2.15 -0.50  0.00
C: -4.98 -2.87 -0.83  0.00
C: -3.80 -0.72 -0.25  -0.01
C: -4.89 0.12 -0.44  0.00
C: -4.79 1.45 -0.08  0.01
C: -3.63 1.88 0.54  0.00
C: -2.57 1.01 0.69  -0.02
N: -2.61 -0.25 0.24  0.00
C: -1.19 -4.62 -0.28  0.07
C: -0.86 -5.96 -0.39  -0.02
C: 0.44 -6.37 -0.19  0.02
C: 1.40 -5.41 0.12  -0.01
C: 1.02 -4.09 0.21  0.02
N: -0.25 -3.68 0.00  -0.02
H: -3.58 -5.95 -0.96  0.00
H: -5.95 -2.40 -0.95  0.00
H: -5.80 -0.27 -0.86  0.00
H: -5.62 2.12 -0.24  0.00
H: -3.54 2.90 0.90  0.00
H: -1.66 1.32 1.18  0.02
H: -1.63 -6.69 -0.62  0.00
H: 0.71 -7.41 -0.26  0.00
H: 2.44 -5.68 0.29  0.00
H: 1.74 -3.33 0.46  0.00
S: -0.64 -1.34 2.44  -0.19
C: 1.08 -0.96 2.36  -0.07
N: 1.68 -0.94 3.53  0.05
N: 2.91 -0.73 3.82  -0.20
C: 4.02 -0.17 3.18  -0.01
C: 5.26 -0.39 3.80  -0.05
C: 6.40 0.21 3.31  0.03
C: 6.31 1.09 2.23  -0.06
C: 5.09 1.29 1.60  0.02
C: 3.95 0.65 2.04  -0.04
N: 1.68 -0.88 1.16  0.20
N: 0.94 -1.10 0.13  -0.15
C: 1.64 -1.14 -1.11  -0.04
C: 0.89 -1.33 -2.28  0.08
C: 1.53 -1.43 -3.50  0.03
C: 2.91 -1.34 -3.57  -0.01
C: 3.66 -1.15 -2.42  0.01
C: 3.03 -1.04 -1.19  -0.02
H: 3.11 -1.02 4.77  0.01
H: 5.31 -1.05 4.66  0.00
H: 7.35 0.01 3.78  0.00
H: 7.20 1.60 1.89  0.00
H: 5.03 1.96 0.76  0.00
H: 3.02 0.79 1.53  -0.01
H: -0.20 -1.36 -2.24  -0.02
H: 0.95 -1.57 -4.40  0.00
H: 3.41 -1.43 -4.53  0.00
H: 4.74 -1.08 -2.47  0.00
H: 3.61 -0.88 -0.29  0.00
O: -0.15 1.23 -0.51  0.03
S: 1.10 2.05 -0.58  0.00
C: 0.73 3.69 0.18  0.00
C: 0.32 3.54 1.61  0.00
C: 1.22 3.13 2.58  0.00
C: 0.81 2.95 3.89  0.00
C: -0.51 3.18 4.25  0.00
C: -1.41 3.64 3.29  0.00
C: -1.00 3.82 1.98  0.00
C: 1.24 2.64 -2.34  0.00
C: 0.01 3.35 -2.82  0.00
C: 0.05 4.71 -3.10  0.00
C: -1.11 5.37 -3.52  0.00
C: -2.30 4.68 -3.61  0.00
C: -2.35 3.32 -3.33  0.00
C: -1.19 2.66 -2.95  0.00
H: -0.06 4.15 -0.42  0.00
H: 1.66 4.25 0.07  0.00
H: 2.26 3.00 2.32  0.00
H: 1.52 2.64 4.65  0.00
H: -0.84 3.03 5.27  0.00
H: -2.43 3.87 3.57  0.00
H: -1.67 4.22 1.24  0.00
H: 1.43 1.72 -2.91  0.00
H: 2.13 3.27 -2.35  0.00
H: 0.98 5.26 -3.02  0.00
H: -1.07 6.42 -3.77  0.00
H: -3.20 5.19 -3.92  0.00
H: -3.27 2.77 -3.42  0.00
H: -1.22 1.59 -2.74  0.00

---

Density functional theory data (ωB97M-V/def2-TZVPD) for a molecular structure, C43H36Br3F7.

For the energy above the lowest of the compared OMol25 structures with the same formula, charge and spin, the calculation gives 0.0 kcal/mol. The HOMO energy comes out at -9.05 eV. As for the orbital gap: 9.06 eV. The molecular weight comes out at 925.5 g/mol. The value obtained for the LUMO energy is 0.01 eV. As for the multiplicity: 1.

Each line ends with the Mulliken charge.
Atoms and positions in Å:
C: -3.96 5.66 -0.61  -0.41
Br: -5.80 5.15 -0.17  -0.07
Br: -2.78 4.36 0.27  0.05
Br: -3.56 7.38 0.16  -0.02
H: -3.84 5.60 -1.68  0.44
F: 0.04 -3.03 -3.96  -0.01
C: -0.17 -2.41 -5.15  0.07
C: -0.61 -3.12 -6.27  -0.58
C: -0.80 -2.39 -7.48  -0.53
C: -0.71 -1.03 -7.46  -0.44
C: -0.27 -0.38 -6.34  -0.54
C: 0.04 -1.07 -5.21  0.07
H: -0.74 -4.19 -6.22  0.40
H: -1.25 -2.91 -8.30  0.36
H: -0.79 -0.52 -8.45  0.30
H: -0.18 0.67 -6.33  0.44
H: 0.49 -0.61 -4.37  0.47
F: 4.04 3.33 1.07  -0.36
C: 4.35 2.18 1.74  0.41
C: 3.89 2.09 3.02  -0.21
C: 4.13 0.95 3.75  -0.45
C: 4.82 -0.13 3.14  -0.46
C: 5.32 -0.02 1.87  -0.36
C: 5.14 1.18 1.15  -0.63
H: 3.32 2.92 3.45  0.40
H: 3.76 0.82 4.77  0.38
H: 4.91 -1.07 3.69  0.36
H: 5.77 -0.90 1.42  0.40
H: 5.50 1.37 0.19  0.52
F: -3.89 -0.95 4.16  -0.26
C: -3.16 -0.46 5.15  0.54
C: -3.80 0.07 6.25  -0.68
C: -2.96 0.59 7.24  -0.21
C: -1.59 0.65 7.10  -0.70
C: -1.01 0.10 5.97  -0.40
C: -1.81 -0.43 4.92  -0.50
H: -4.88 0.03 6.29  0.44
H: -3.40 1.00 8.13  0.35
H: -0.93 1.06 7.84  0.39
H: 0.04 0.03 5.78  0.47
H: -1.39 -0.83 4.01  0.56
F: 0.16 7.17 2.26  -0.36
C: 0.37 6.27 1.28  0.52
C: 0.79 5.00 1.62  -0.89
C: 0.98 4.07 0.55  0.52
C: 0.82 4.49 -0.76  -0.71
C: 0.44 5.80 -1.03  -0.36
C: 0.18 6.71 -0.04  -0.72
H: 0.86 4.66 2.64  0.46
H: 1.29 3.04 0.74  0.26
H: 0.94 3.75 -1.56  0.35
H: 0.31 6.16 -2.04  0.37
H: -0.10 7.73 -0.22  0.54
F: -4.47 -4.56 0.72  -0.34
C: -3.77 -3.63 0.04  0.73
C: -2.87 -4.12 -0.84  -0.89
C: -2.23 -3.26 -1.67  -0.24
C: -2.36 -1.90 -1.58  -0.48
C: -3.22 -1.43 -0.60  -0.05
C: -3.96 -2.26 0.25  -1.02
H: -2.70 -5.18 -0.98  0.44
H: -1.54 -3.72 -2.37  0.47
H: -1.80 -1.27 -2.25  0.55
H: -3.27 -0.33 -0.42  0.31
H: -4.66 -1.98 1.02  0.49
F: 2.83 -2.62 -2.76  -0.31
C: 2.38 -3.74 -2.10  0.39
C: 1.29 -3.53 -1.25  0.26
C: 0.76 -4.62 -0.59  -0.56
C: 1.28 -5.90 -0.78  -0.91
C: 2.44 -6.06 -1.56  -0.35
C: 3.00 -4.98 -2.25  -0.79
H: 0.73 -2.57 -1.21  0.48
H: -0.16 -4.49 -0.02  0.53
H: 0.94 -6.73 -0.22  0.44
H: 2.92 -7.01 -1.68  0.40
H: 3.83 -5.13 -2.97  0.40
F: 0.06 1.13 -2.72  -0.48
C: 0.25 0.85 -1.43  0.15
C: -0.65 1.11 -0.44  -0.28
C: -0.39 0.76 0.88  -0.37
C: 0.77 0.06 1.19  -0.92
C: 1.66 -0.23 0.16  -0.47
C: 1.44 0.22 -1.15  -0.67
H: -1.59 1.54 -0.70  0.66
H: -1.15 1.05 1.62  0.55
H: 1.11 -0.24 2.16  0.63
H: 2.57 -0.75 0.41  0.67
H: 2.20 -0.02 -1.88  0.54